# 1
11
Properties=species:S:1:pos:R:3:mulliken_charge:R:1 method="wB97M-V/def2-TZVPD" relative_energy_kcal_mol=64.9 energy_ha=-790.83447 homo_ev=-10.9
C 1.25 -1.55 0.52 0.16
C -0.08 0.10 -0.54 0.58
N 2.34 -1.11 0.99 -0.44
N 0.33 -0.96 -0.14 -0.35
N -0.74 1.00 -0.91 -0.44
O 2.55 0.51 -1.01 -0.57
O 4.01 0.63 0.92 -0.57
S 2.79 0.26 0.39 0.81
H 0.91 -2.46 0.82 0.49
H 1.91 1.28 0.91 0.05
H -0.69 1.92 -0.65 0.28



# 2
11
Properties=species:S:1:pos:R:3:mulliken_charge:R:1 method="wB97M-V/def2-TZVPD" relative_energy_kcal_mol=89.1 energy_ha=-467.82232 homo_ev=-8.8
C -0.81 0.46 0.00 0.72
C 1.21 1.05 0.04 -0.05
H -3.53 -0.77 -0.11 0.37
H 2.16 1.60 -0.04 0.36
H 2.37 -1.68 0.13 0.38
N -2.10 0.48 -0.14 -0.49
N 0.06 1.55 -0.11 -0.40
N 1.24 -0.28 0.45 0.08
O -2.52 -0.81 -0.07 -0.37
O 2.04 -0.98 -0.49 -0.37
O -0.13 -0.64 0.34 -0.23



# 3
11
Properties=species:S:1:pos:R:3:mulliken_charge:R:1 method="wB97M-V/def2-TZVPD" relative_energy_kcal_mol=32.5 energy_ha=-467.91260 homo_ev=-10.0
C -0.45 1.84 0.55 0.58
C -0.78 -0.36 0.33 0.56
H 1.88 -0.59 0.03 0.21
H 1.41 -1.49 -1.38 0.20
H -0.95 -2.20 -0.13 0.24
N 1.25 -0.75 -0.78 -0.45
N 0.16 0.04 -0.70 0.25
N -1.24 -1.53 0.56 -0.63
O 0.50 1.41 -0.43 -0.25
O -0.61 2.94 0.92 -0.41
O -1.19 0.70 1.02 -0.30